The following is a quantum chemistry calculation of C34H38CoN4OS as an isolated structure, from the Open Molecules 2025 dataset.

XYZ file:
```
79
Properties=species:S:1:pos:R:3:forces:R:3
Co 1.422 -0.285 -0.134 0.2 0.3 0.6
C -2.449 0.515 -2.663 0.0 0.0 0.0
C -1.443 -0.305 -1.904 0.0 -0.2 -0.1
O -0.308 0.100 -1.718 0.0 0.0 0.1
N -1.855 -1.520 -1.459 -0.2 0.1 0.0
C -0.991 -2.383 -0.667 0.0 -0.1 0.0
C -1.007 -2.011 0.797 0.2 0.0 0.1
C -1.931 -2.562 1.675 0.2 0.1 0.1
C -1.931 -2.146 2.998 0.0 0.0 0.0
C -1.010 -1.192 3.407 0.0 0.0 -0.2
C -0.115 -0.699 2.471 -0.1 -0.1 -0.1
N -0.109 -1.101 1.198 -0.1 0.1 -0.1
H -1.973 0.883 -3.571 0.0 0.0 0.0
H -2.714 1.380 -2.052 0.0 0.0 0.0
H -3.350 -0.037 -2.922 0.0 0.0 0.0
H -2.834 -1.750 -1.536 0.1 0.0 0.0
H 0.032 -2.297 -1.041 0.0 0.0 0.0
H -1.322 -3.414 -0.803 0.0 0.1 0.0
H -2.631 -3.307 1.321 0.0 0.0 0.0
H -2.640 -2.563 3.701 0.0 0.0 0.0
H -0.970 -0.839 4.427 0.0 0.0 0.0
H 0.632 0.041 2.736 0.0 0.0 0.0
C 1.343 -1.471 -3.931 0.0 0.0 0.1
N 2.222 -1.064 -2.854 -0.1 0.1 0.0
C 2.909 0.168 -3.193 0.0 0.1 0.0
C 3.127 -2.139 -2.474 0.0 -0.1 0.0
C 2.945 -2.706 -1.078 0.1 0.1 0.0
C 3.542 -3.950 -0.867 0.0 0.0 0.1
C 3.625 -4.508 0.396 0.0 0.0 0.0
C 3.119 -3.786 1.468 0.0 0.0 0.0
C 2.510 -2.562 1.245 -0.2 0.1 0.1
C 2.363 -1.980 -0.025 0.0 -0.1 -0.4
H 1.898 -1.708 -4.855 0.0 0.0 0.0
H 0.639 -0.672 -4.157 -0.1 0.1 0.0
H 0.776 -2.359 -3.644 0.0 0.0 0.0
H 3.510 0.072 -4.114 0.0 0.0 0.0
H 3.565 0.468 -2.375 -0.1 0.0 -0.1
H 2.173 0.960 -3.342 0.0 0.0 0.0
H 4.159 -1.779 -2.555 0.0 0.0 0.0
H 3.050 -2.960 -3.200 0.0 0.0 0.0
H 3.965 -4.484 -1.711 0.0 0.0 -0.1
H 4.089 -5.474 0.544 0.0 0.0 0.0
H 3.199 -4.175 2.475 0.0 0.0 0.1
H 2.145 -2.022 2.113 0.0 0.0 0.0
C -5.399 2.381 0.424 0.0 0.0 0.0
C -4.354 1.750 1.353 0.1 0.0 -0.1
C -4.754 2.001 2.811 0.0 0.0 0.0
C -4.353 0.238 1.117 0.1 0.1 0.0
C -2.987 2.395 1.102 0.0 0.0 0.0
C -2.873 3.794 1.222 0.0 0.0 0.1
C -1.666 4.445 1.101 0.1 -0.1 0.0
C -0.527 3.686 0.844 -0.1 0.1 0.0
S 1.125 4.194 0.711 0.0 0.0 0.1
C 1.588 2.534 0.474 0.3 -0.1 0.0
N 0.606 1.680 0.453 0.0 -0.1 -0.2
C -0.615 2.305 0.682 0.2 -0.2 -0.1
C -1.850 1.661 0.815 -0.1 0.1 0.0
C 2.972 2.078 0.328 -0.5 0.1 0.0
C 4.041 2.971 0.401 0.2 0.0 0.0
C 5.331 2.491 0.283 -0.1 -0.1 0.0
C 5.514 1.120 0.104 0.1 0.1 0.0
C 4.435 0.255 0.035 -0.2 -0.2 0.1
C 3.103 0.689 0.141 0.3 -0.1 0.1
H -6.352 1.859 0.524 0.0 0.0 0.0
H -5.084 2.320 -0.618 0.0 0.0 0.0
H -5.573 3.430 0.660 0.0 0.0 0.0
H -5.746 1.591 3.009 0.0 0.0 0.0
H -4.779 3.066 3.040 0.0 0.0 0.0
H -4.045 1.528 3.491 0.0 0.0 0.0
H -5.355 -0.156 1.295 0.0 0.0 0.0
H -3.667 -0.280 1.787 0.0 0.0 0.0
H -4.075 -0.005 0.092 0.0 0.0 -0.1
H -3.754 4.380 1.447 0.0 0.0 0.0
H -1.602 5.516 1.226 0.0 0.1 0.0
H -1.888 0.589 0.722 0.0 -0.1 0.0
H 3.875 4.031 0.548 0.0 0.1 0.0
H 6.177 3.162 0.333 0.0 0.0 0.0
H 6.518 0.724 0.018 0.1 0.0 0.0
H 4.633 -0.803 -0.100 0.0 0.0 0.0
```
Forces are in eV/Å.

Results
HOMO energy (alpha / beta): -0.269 / -0.254 Ha
2S+1: 2
charge: 0